Molecular formula: C33H48GeN7O2SeTi
Method: DFT, ωB97M-V/def2-TZVPD

The geometry in XYZ format:
```
93
Properties=species:S:1:pos:R:3:forces:R:3:lowdin_charge:R:1
Ti 1.65485 -0.28401 -0.37211 -1.0617 0.4492 0.4654 1.13
O 0.92508 -1.00358 -5.80751 0.0063 -0.0273 -0.0131 0.13
C 0.05491 -0.08445 -5.40731 -0.0103 0.0309 0.0472 -0.23
C -0.76006 0.46928 -6.39996 0.0173 -0.0105 0.0326 0.03
C -1.66910 1.44243 -6.07864 -0.0246 0.0205 0.0005 0.00
C -1.81088 1.90482 -4.75643 0.0052 0.0006 0.0642 -0.05
C -1.04366 1.36462 -3.76548 0.0021 0.0018 -0.0349 -0.02
C -0.09129 0.35381 -4.06010 0.0363 -0.0603 -0.0631 -0.08
C 0.73744 -0.17811 -3.03368 -0.0115 0.0550 0.0591 -0.31
O 0.53826 0.17467 -1.74110 0.0080 0.1811 -0.4381 -0.21
N 1.74088 -0.99197 -3.25894 -0.0454 0.0133 -0.0723 0.11
N 2.37990 -1.24130 -2.09617 0.1135 -0.1540 0.0135 -0.06
C 3.37631 -2.04871 -2.06033 0.0234 0.0154 -0.0038 0.03
C 3.94839 -2.26093 -0.74316 0.0230 -0.0126 0.0273 -0.23
C 5.02419 -3.09248 -0.49766 -0.0326 0.0252 0.0080 0.05
C 5.46093 -3.24592 0.81346 -0.0144 0.0085 0.0066 0.03
C 4.79336 -2.57609 1.82707 -0.0127 0.0190 -0.0166 0.02
C 3.72248 -1.75828 1.50277 0.0209 -0.0179 0.0171 -0.09
N 3.30824 -1.58337 0.24154 0.0560 -0.0714 0.0344 0.00
H 1.47762 -1.31652 -5.07296 0.0072 0.0085 0.0204 0.08
H -0.63965 0.11458 -7.41388 0.0072 -0.0096 -0.0050 0.14
H -2.28499 1.86853 -6.85958 -0.0045 0.0063 -0.0001 0.13
H -2.51983 2.68857 -4.54067 -0.0484 0.0445 0.0475 0.11
H -1.13654 1.72078 -2.74713 -0.0071 -0.0056 0.0161 0.10
H 3.73440 -2.54632 -2.95554 0.0043 0.0137 0.0075 0.17
H 5.50702 -3.61074 -1.31507 0.0002 0.0010 -0.0097 0.14
H 6.30484 -3.88491 1.03699 0.0061 -0.0037 0.0049 0.14
H 5.09464 -2.67605 2.86015 -0.0003 -0.0016 0.0093 0.14
H 3.17778 -1.22842 2.27489 0.0115 -0.0081 -0.0046 0.10
C 1.78963 1.23665 3.49144 0.0318 0.0422 0.0144 -0.04
C 1.83683 2.54554 2.69381 -0.0052 -0.0317 -0.0188 -0.34
C 0.64190 3.44622 2.99225 -0.0060 -0.0201 0.0128 -0.04
C 2.07176 2.29827 1.21976 0.0027 -0.0372 0.0016 -0.17
C 3.04948 1.39983 0.80687 0.0401 -0.0351 -0.0987 -0.09
C 3.40305 1.27387 -0.56011 0.1396 -0.0553 -0.1279 -0.12
C 2.77736 2.05338 -1.54334 0.0779 -0.0112 0.0109 -0.24
C 3.21835 2.02328 -2.96910 0.0012 -0.0003 -0.0060 0.01
C 1.76456 2.93924 -1.11905 0.0020 0.0108 0.0255 0.02
C 1.42227 3.05477 0.20581 0.0456 0.0250 -0.0251 -0.01
H 1.55575 1.44638 4.53376 -0.0026 0.0001 0.0051 0.10
H 2.74814 0.71534 3.48760 -0.0006 0.0070 0.0164 0.07
H 1.02601 0.56159 3.10133 -0.0274 -0.0126 -0.0020 0.04
H 2.73899 3.08073 3.01786 -0.0108 0.0231 0.0065 0.17
H -0.29609 3.02235 2.62758 0.0142 0.0182 -0.0010 0.05
H 0.76047 4.43891 2.55921 -0.0043 0.0103 0.0104 0.10
H 0.55052 3.57988 4.06851 -0.0026 0.0052 0.0077 0.10
H 3.64192 0.87684 1.54575 -0.0114 0.0140 -0.0212 0.12
H 4.26711 0.67740 -0.83687 -0.0175 0.0313 0.0280 0.14
H 3.87865 2.87781 -3.14454 -0.0059 0.0033 -0.0011 0.12
H 2.37617 2.12707 -3.65354 -0.0020 -0.0052 -0.0056 0.10
H 3.78015 1.12231 -3.21081 -0.0003 0.0039 0.0035 0.09
H 1.25637 3.54751 -1.85797 0.0037 0.0042 -0.0026 0.15
H 0.65238 3.75833 0.48990 0.0006 -0.0034 -0.0127 0.12
C -3.01938 -3.36828 2.65001 0.0174 -0.0125 0.0317 -0.05
C -1.88368 -3.65985 3.62627 -0.0397 -0.0590 -0.0192 -0.39
C -1.65771 -2.52436 4.61942 0.0305 -0.0532 -0.0169 -0.06
C -0.62323 -4.09901 2.88081 -0.0202 -0.0038 -0.0399 -0.06
N -0.12687 -3.09860 1.89720 -0.0502 -0.0682 -0.0831 -0.03
C -0.06818 -3.20631 0.56281 -0.0185 0.0138 0.0504 -0.01
N 0.45290 -2.09322 0.09814 -0.0227 0.1019 0.0221 0.03
N 0.66957 -1.32597 1.17177 0.5584 -0.6505 0.2162 -0.16
N 0.36924 -1.92030 2.26379 -0.1289 0.2100 -0.0119 0.17
H -3.92728 -3.11051 3.19244 -0.0095 0.0002 0.0006 0.10
H -3.24648 -4.22885 2.01890 -0.0062 -0.0105 -0.0112 0.09
H -2.77979 -2.52090 1.99993 -0.0023 0.0471 -0.0240 0.05
H -2.15089 -4.55450 4.19716 0.0069 0.0081 0.0038 0.15
H -1.50258 -1.56891 4.11821 0.0317 0.0186 -0.0110 0.04
H -0.80135 -2.71668 5.26658 0.0052 -0.0010 0.0083 0.09
H -2.53473 -2.42135 5.25629 -0.0131 0.0142 0.0010 0.10
H -0.83670 -4.98315 2.27980 0.0709 -0.0224 0.0308 0.14
H 0.21226 -4.31589 3.54575 -0.0436 0.0472 0.0342 0.14
H -0.39559 -4.05944 -0.00848 0.0027 -0.0184 -0.0013 0.17
C -5.42929 0.68705 -1.82814 0.0398 -0.0382 0.0041 -0.20
Ge -4.22413 1.57887 -0.59206 -0.0771 0.1033 -0.0297 0.77
C -3.56367 3.28208 -1.28357 0.0347 -0.0289 0.0545 -0.20
C -5.01982 1.83758 1.16605 0.0237 -0.0433 -0.0055 -0.21
C -2.63812 0.35453 -0.42257 0.1936 -0.1219 0.0082 -0.54
Se -1.17902 1.11708 0.61763 0.0995 0.0617 -0.1158 0.96
C -1.88927 0.71438 2.38274 0.0714 -0.0741 -0.0112 -0.34
H -6.27301 1.33799 -2.05532 -0.0056 0.0143 0.0099 0.04
H -5.82064 -0.23495 -1.39975 -0.0085 -0.0093 0.0024 0.03
H -4.92257 0.44880 -2.76351 0.0003 0.0053 -0.0117 0.02
H -4.19895 4.09244 -0.92705 -0.0178 -0.0036 0.0039 0.04
H -3.58783 3.30165 -2.36983 0.0300 -0.0122 -0.1103 0.01
H -2.54693 3.48861 -0.94396 -0.0037 0.0046 -0.0023 0.00
H -5.97979 2.33907 1.04362 -0.0158 -0.0058 -0.0163 0.04
H -4.40302 2.47635 1.79711 0.0058 0.0228 0.0197 0.02
H -5.20249 0.89189 1.67603 -0.0013 -0.0056 0.0223 0.03
H -2.22173 0.14314 -1.40905 -0.0338 0.0444 -0.0347 0.00
H -2.90645 -0.59944 0.03485 -0.0223 -0.0025 0.0138 0.02
H -2.64641 1.44855 2.63730 -0.0235 0.0202 -0.0183 0.03
H -1.08332 0.75645 3.10925 0.0021 0.0086 0.0151 0.01
H -2.33039 -0.27948 2.37393 0.0014 0.0003 -0.0186 0.01
```
Positions in Å, forces in eV/Å.

Computed properties:
* relative energy (zero: lowest compared OMol25 entry of this formula, charge and spin): 80.5 kJ/mol
* spin multiplicity: 1
* LUMO energy: -10.63 eV
* charge: +3
* total energy: -194479.4072 eV

=====

Molecular formula: C33H49BBr15N2O8P
Method: DFT, ωB97M-V/def2-TZVPD

The geometry in XYZ format:
```
109
Properties=species:S:1:pos:R:3:forces:R:3:lowdin_charge:R:1
C -2.10724 4.39119 -0.27752 0.7027 -2.4584 -1.7448 -0.02
C -1.97467 3.06212 -0.96796 1.0619 2.7818 2.1371 -0.15
C -0.52994 2.26022 -0.70995 3.7776 -0.8224 -1.4851 -0.06
C -0.29016 1.37477 0.66378 2.6114 0.3978 -1.6174 -0.05
C -1.56289 1.29321 1.71903 0.7747 -0.7035 -0.0395 -0.18
C -2.36451 -0.11962 1.32185 0.6418 0.5027 0.5653 -0.19
C -3.64462 -0.43777 2.29456 -0.7536 -0.6034 -0.5439 -0.20
C -3.72619 -2.01205 2.78622 -0.5364 -0.3617 0.7764 -0.17
C -4.38127 -3.03027 1.66626 1.0764 0.3871 -0.7078 -0.16
O -4.94107 -4.27819 2.28346 -3.0965 0.6942 -1.5609 -0.16
C -6.37070 -4.42027 1.96110 -3.3527 4.8148 0.7186 -0.60
C -6.94610 -5.43435 0.76460 0.7627 -0.7178 -1.9014 -0.12
O -7.33729 -3.75902 2.65540 6.8023 -0.7068 -5.4847 -0.19
C 1.17774 0.61746 0.92743 -2.5445 2.0703 -2.2130 -0.03
C 1.35981 -0.21091 2.34692 0.3244 0.9372 -0.0755 -0.22
C 1.95734 -1.72788 2.17413 -0.6877 -0.3005 -0.5647 -0.21
P 3.25404 -2.19393 3.55164 -1.0262 -4.4394 3.6360 0.80
O 2.59265 -3.32394 4.49271 2.1080 4.3574 -3.4167 -0.40
O 3.71912 -0.83467 4.53548 -1.6637 -2.1614 -1.5983 -0.33
C 2.74465 -0.54887 5.59922 -0.4681 1.8452 1.7968 -0.29
C 3.43831 -0.77624 7.09669 -0.1211 0.2379 0.1508 -0.09
O 4.70812 -2.91088 2.90490 -1.8037 2.7236 1.9448 -0.29
C 5.91455 -2.46907 3.62120 2.3671 0.1935 -0.5705 -0.29
C 6.46865 -1.11718 2.87528 -0.0815 0.0186 -0.5823 -0.11
C 2.38547 0.76037 -0.21635 0.1838 0.2150 -0.0006 -0.08
N 3.68745 0.08300 0.10701 0.5772 2.5385 -5.3937 0.11
C 4.72940 0.23863 -0.96226 -3.4007 0.3908 0.6312 -0.14
O 6.04675 -0.42010 -0.78026 -3.6899 0.2321 -0.7976 -0.05
C 4.43190 1.07889 -2.32297 -0.6671 0.4221 0.0090 -0.08
C 5.67180 1.12189 -3.44531 -0.6896 1.3074 0.3381 -0.05
B 5.57497 -0.16319 -4.46761 -0.1049 -1.9570 -1.2390 -0.46
O 6.23582 -1.45294 -4.07626 0.1981 2.4237 -1.5474 0.00
O 4.84679 -0.18738 -5.76190 0.4951 -1.5805 3.1623 0.02
N 3.18151 1.82342 -2.69903 2.1616 -4.5056 6.3430 0.12
C 2.19076 1.61575 -1.58753 -2.0977 0.5091 0.6912 -0.09
C 0.70499 2.35759 -1.78781 -0.7028 -0.9494 1.9050 -0.02
C 0.46447 3.27827 -3.12628 -0.4903 0.4658 0.6609 -0.16
C -0.73366 2.75945 -4.11799 -1.0286 1.2087 -0.6985 -0.36
C -1.63355 4.11312 -4.51157 0.5959 0.7149 0.4983 -0.17
C -0.22290 2.13139 -5.54914 -1.1374 -0.8162 0.1706 -0.11
H -1.24883 5.20060 -0.42656 -1.3501 -2.3519 1.3466 0.08
H -3.01123 4.71235 0.39368 1.1980 -0.4115 -2.3736 0.07
H -2.84512 2.63397 -1.63884 1.6696 0.1801 2.2966 0.05
H -1.14939 1.26110 2.83796 -0.8803 -0.1259 -2.4718 0.11
H -2.27124 2.23626 1.67921 1.6106 -1.9711 -0.3272 0.11
H -2.65073 -0.02849 0.17242 0.5341 -0.3848 2.5213 0.12
H -1.56620 -0.97351 1.47374 -1.5768 1.6010 -0.5475 0.10
H -4.63580 -0.24076 1.66000 2.0425 -0.2100 1.5860 0.12
H -3.66794 0.22503 3.26900 0.1873 -1.2010 -2.1048 0.12
H -2.66035 -2.40475 3.14330 -2.2247 0.7916 -0.9883 0.12
H -4.41533 -2.09005 3.75379 1.3429 0.2655 -2.1540 0.13
H -3.50877 -3.41865 0.95011 -2.0428 0.9397 1.3998 0.14
H -5.24741 -2.54997 1.03676 1.8850 -0.5627 1.2652 0.14
H -7.00108 -6.55659 1.14990 0.4455 2.8283 -1.5321 0.04
H -6.24478 -5.42352 -0.19329 -1.3752 0.2878 1.9891 0.09
H -8.04870 -5.15694 0.43940 2.4573 -0.1131 1.0086 0.11
H 0.34414 -0.32167 2.95732 2.0681 0.4697 -1.7179 0.11
H 2.04522 0.48632 3.03195 -1.1896 -1.7880 -1.5240 0.05
H 2.35775 -1.97840 1.09267 -0.5353 0.8398 2.3382 0.10
H 1.04561 -2.47727 2.35248 2.2849 1.4833 -0.1121 0.11
H 1.70689 -1.07596 5.48104 2.2566 0.5884 0.1781 0.12
H 2.52373 0.62156 5.54028 0.5582 -2.6170 -0.1191 0.05
H 2.94362 -1.64477 7.70750 0.9725 1.5856 -1.3708 0.08
H 4.58449 -0.98815 6.98486 -2.2462 0.3404 0.0642 0.08
H 3.33986 0.21471 7.75494 0.1211 -2.1317 -1.5507 0.08
H 6.74196 -3.30947 3.43487 -2.0113 1.6799 0.3295 0.14
H 5.80254 -2.38678 4.78331 -0.1671 0.0096 -2.3074 0.12
H 6.49237 -1.34706 1.70389 -0.1381 0.5210 2.6296 0.08
H 7.57301 -0.86431 3.18024 -2.1768 -0.4952 -0.3583 0.08
H 5.77441 -0.16024 3.03800 1.5077 -2.2413 -0.2272 0.09
H 5.93223 -1.41233 -0.95013 -0.0483 2.0045 0.2667 0.13
H 5.51697 2.12273 -4.06642 0.2095 -2.1327 1.3943 0.07
H 6.73935 1.18417 -2.92451 -2.4926 -0.3104 -0.9247 0.13
H 7.03954 -1.60207 -4.66107 -1.6156 0.1507 0.9631 0.11
H 4.46951 -1.12964 -5.88249 1.2289 2.1352 0.1728 0.13
H 0.12323 4.35031 -2.72737 0.7467 -2.3333 -0.7361 0.11
H 1.42031 3.47138 -3.77420 -1.6479 -0.7051 1.5306 0.11
H -1.50321 2.02812 -3.57229 1.9581 1.3780 -1.1868 0.13
H -0.90938 5.00462 -4.83705 -1.4046 -2.0201 0.5283 0.09
H -2.20925 4.53435 -3.55449 1.2640 -1.0620 -2.1704 0.02
H -2.38142 3.92000 -5.39700 1.4018 0.2737 1.8558 0.06
H 0.71387 2.65645 -6.01273 -1.6693 -1.0708 1.1627 0.09
H -0.09511 0.95007 -5.43863 0.1398 2.6633 -0.3251 0.09
H -1.11367 2.27594 -6.31356 1.8390 -0.3293 1.4852 0.07
C 8.16210 2.90414 -6.67150 0.0875 0.1602 -0.1499 -1.58
Br 6.39927 3.65957 -6.34541 0.4567 -0.2024 -0.1115 0.59
Br 9.28802 2.98379 -5.08715 -0.3322 -0.0699 -0.3572 0.56
Br 8.05452 1.10086 -7.39328 -0.0104 0.4211 0.2500 0.58
H 8.64030 3.52627 -7.43525 -0.2221 -0.2976 0.3544 -0.02
C -5.95031 3.53982 -4.96271 0.0572 0.0856 -0.2515 -1.58
Br -7.71313 4.29525 -4.63662 0.4436 -0.2326 -0.0429 0.57
Br -4.82439 3.61947 -3.37836 -0.5819 -0.0990 -0.2765 0.61
Br -6.05789 1.73654 -5.68449 0.0517 0.6212 0.0867 0.52
H -5.47210 4.16195 -5.72645 -0.2053 -0.2583 0.3790 -0.02
C -7.28076 -2.25998 -4.22920 -0.2300 0.0332 0.1451 -1.59
Br -6.46964 -3.92136 -3.62382 -0.1486 0.4138 -0.1730 0.55
Br -6.62147 -0.72657 -3.23010 -0.1627 -0.6055 -0.1137 0.52
Br -7.08034 -2.01403 -6.14849 0.0213 -0.0421 0.4659 0.55
H -8.35422 -2.33593 -4.02691 0.5010 0.0316 -0.1044 -0.02
C -8.32908 -7.05419 4.29601 0.5956 -1.4601 0.5090 -1.50
Br -7.09057 -5.93519 3.29676 -2.4875 -4.7838 6.1910 0.98
Br -8.74476 -6.29619 6.03867 0.0894 -0.1192 -0.5301 0.57
Br -9.93763 -7.44468 3.27403 0.4356 0.2192 0.1886 0.56
H -7.82416 -8.00922 4.47488 -0.5103 0.2716 0.1055 -0.03
C 2.35573 4.21387 5.61724 0.0826 -0.0826 0.2162 -1.59
Br 3.95708 5.19363 5.10704 -0.4568 -0.2551 0.0854 0.56
Br 0.89687 5.40928 6.09360 0.3642 -0.2956 -0.1732 0.56
Br 1.82567 2.93264 4.25275 0.0607 0.5271 0.1825 0.62
H 2.60489 3.63955 6.51563 -0.1141 0.2652 -0.4100 -0.02
```
Positions in Å, forces in eV/Å.

Computed properties:
* spin multiplicity: 1
* LUMO energy: -1.25 eV
* total energy: -1114953.1882 eV